No. 1
{"formula": "C36H60F6O15", "method": "ωB97M-V/def2-TZVPD", "elements": ["O", "C", "O", "C", "O", "C", "C", "F", "F", "C", "C", "C", "C", "C", "C", "F", "F", "F", "C", "C", "F", "H", "H", "H", "H", "C", "O", "C", "C", "O", "C", "C", "O", "C", "H", "H", "H", "H", "H", "H", "H", "H", "H", "H", "H", "H", "H", "H", "C", "O", "C", "C", "O", "C", "C", "O", "C", "H", "H", "H", "H", "H", "H", "H", "H", "H", "H", "H", "H", "H", "H", "C", "O", "C", "C", "O", "C", "C", "O", "C", "H", "H", "H", "H", "H", "H", "H", "H", "H", "H", "H", "H", "H", "H", "C", "O", "C", "C", "O", "C", "C", "O", "C", "H", "H", "H", "H", "H", "H", "H", "H", "H", "H", "H", "H", "H", "H"], "positions_angstrom": [[5.69385, 3.03233, 0.78609], [5.61002, 2.96019, -0.54687], [6.12738, 3.82161, -1.62161], [5.15505, 3.78994, -2.76325], [4.92262, 4.77488, -3.64136], [4.48222, 2.30880, -2.55963], [3.54629, 1.39661, -3.60341], [3.41962, 2.05173, -4.94832], [4.10638, 0.00529, -3.76333], [2.04084, 1.35445, -2.87585], [1.46110, 0.05115, -2.06770], [-0.03772, 0.17869, -1.35195], [-0.89804, 1.60636, -1.46641], [-0.29549, 2.91733, -2.29922], [-1.06696, 4.35779, -2.43688], [-0.24382, 5.37042, -3.16188], [-1.42533, 4.92002, -1.08407], [-2.36956, 4.10493, -3.14031], [1.17977, 2.77783, -3.00204], [4.72554, 1.72144, -1.20539], [4.30095, 0.44196, -0.59068], [2.09492, -0.93006, -1.98381], [-0.47949, -0.72133, -0.73064], [-1.93810, 1.69652, -0.92790], [1.65654, 3.70306, -3.57347], [-3.85038, 13.09039, -1.24280], [-3.77086, 11.70198, -0.97024], [-4.98260, 11.01774, -1.29565], [-4.72659, 9.51540, -1.43194], [-4.17964, 9.15963, -2.70871], [-2.79324, 9.47293, -2.89478], [-1.86338, 8.51835, -2.14002], [-1.74534, 8.91806, -0.77315], [-1.16293, 7.90379, 0.02946], [-4.66295, 13.54595, -0.66990], [-2.90552, 13.55435, -0.94692], [-3.99824, 13.25887, -2.31357], [-5.39626, 11.40670, -2.23485], [-5.69375, 11.19755, -0.48292], [-5.69232, 9.00159, -1.37716], [-4.11222, 9.12736, -0.61649], [-2.58795, 10.51839, -2.65739], [-2.61016, 9.34591, -3.96716], [-0.86331, 8.55269, -2.58587], [-2.25641, 7.49745, -2.19858], [-1.80045, 7.01470, 0.03936], [-1.08060, 8.27990, 1.05319], [-0.16466, 7.65003, -0.33588], [0.52942, -2.88348, 5.77773], [-0.28728, -1.85088, 5.25328], [0.39161, -1.07630, 4.26256], [-0.61488, -0.30223, 3.40880], [-1.20405, -1.10767, 2.37923], [-2.20244, -2.03756, 2.81901], [-3.53254, -1.36064, 3.16273], [-3.48740, -0.82086, 4.48509], [-4.55736, 0.07769, 4.72986], [1.43074, -2.46334, 6.23282], [-0.03891, -3.41624, 6.54503], [0.79626, -3.59342, 4.98933], [0.99392, -1.72977, 3.61858], [1.04918, -0.37332, 4.78412], [-0.07248, 0.49014, 2.88195], [-1.38055, 0.18514, 4.01645], [-1.83358, -2.65667, 3.63886], [-2.37230, -2.70332, 1.96605], [-4.33908, -2.10132, 3.13139], [-3.73820, -0.56336, 2.44010], [-4.48954, 0.94013, 4.06008], [-4.47773, 0.43500, 5.76051], [-5.51906, -0.42575, 4.60295], [-1.41590, -4.44041, -1.15430], [-0.99655, -4.26640, -2.49675], [-0.42730, -5.45793, -3.04320], [-0.41455, -5.39043, -4.57173], [-1.68182, -5.72639, -5.15227], [-2.69188, -4.71370, -5.05684], [-2.46226, -3.55393, -6.03037], [-1.51807, -2.62931, -5.48669], [-1.03772, -1.72191, -6.46548], [-0.57062, -4.73335, -0.52526], [-1.81385, -3.48881, -0.79146], [-2.20983, -5.19104, -1.09920], [-1.00186, -6.33498, -2.71889], [0.59883, -5.53693, -2.66982], [0.28273, -6.15159, -4.93791], [-0.05505, -4.42617, -4.93773], [-2.81061, -4.36819, -4.02824], [-3.62646, -5.21101, -5.33772], [-3.40374, -3.01645, -6.18799], [-2.09688, -3.94247, -6.98728], [-0.49952, -2.26074, -7.25098], [-0.34081, -1.03139, -5.98202], [-1.86254, -1.14871, -6.89624], [7.13684, -7.22718, 3.35272], [5.89488, -6.99128, 3.99317], [5.50860, -5.61670, 3.93221], [4.00961, -5.47152, 4.20252], [3.20809, -5.75082, 3.04692], [3.07337, -7.13768, 2.71024], [2.12344, -7.88616, 3.64990], [2.80682, -8.26770, 4.84550], [1.90845, -8.67344, 5.86550], [7.92612, -6.63079, 3.81895], [7.38406, -8.28688, 3.45990], [7.06373, -6.99506, 2.28615], [5.74595, -5.20041, 2.94484], [6.07464, -5.07861, 4.69945], [3.81019, -4.42260, 4.44675], [3.68711, -6.06557, 5.06048], [4.04770, -7.62461, 2.63912], [2.63513, -7.14964, 1.70652], [1.76978, -8.80037, 3.16079], [1.26827, -7.24705, 3.89559], [1.25968, -7.84077, 6.15319], [2.49318, -8.97248, 6.74010], [1.30810, -9.52409, 5.53322]], "forces_ev_per_angstrom": [[0.2, 0.5, -9.4], [-0.8, -2.0, 6.4], [-3.0, -0.6, 0.7], [-1.4, 2.6, -2.7], [2.0, -7.4, 6.7], [-0.4, -3.3, 2.0], [-1.1, 0.4, 0.1], [0.7, -2.1, 4.0], [-1.5, 4.4, 0.4], [-3.0, 0.1, 0.9], [-2.3, 4.0, -0.4], [1.6, 3.7, -2.0], [3.4, -0.4, -1.5], [3.0, -3.0, 0.0], [-0.8, -0.2, 0.4], [-3.1, -3.3, 2.4], [1.1, -1.6, -4.6], [4.2, 1.4, 2.2], [-1.6, -2.6, 2.1], [0.3, 2.6, -3.7], [1.6, 5.1, -2.3], [-1.4, 2.2, -0.2], [1.0, 2.1, -1.4], [2.3, -0.2, -1.2], [-1.2, -2.3, 1.3], [0.2, -0.4, 0.2], [-0.1, 0.0, -0.3], [0.6, -0.2, 0.3], [-0.1, 0.2, -0.4], [0.2, 0.2, 0.4], [-0.1, -0.5, 0.0], [-0.1, 0.7, 0.4], [-0.1, -0.2, 0.0], [-0.2, 0.3, 0.0], [-0.1, 0.1, -0.1], [-0.1, -0.2, 0.0], [-0.1, 0.1, 0.0], [0.0, -0.1, 0.0], [-0.2, 0.0, 0.0], [0.1, 0.1, -0.1], [0.1, 0.3, 0.0], [0.1, -0.1, 0.2], [-0.1, -0.1, 0.1], [0.0, -0.1, -0.2], [0.0, 0.0, -0.1], [0.1, -0.1, 0.0], [0.0, 0.1, -0.2], [0.1, -0.2, 0.0], [-0.3, 0.2, 0.0], [0.1, -0.1, -0.2], [-0.6, 0.0, 0.3], [0.3, -0.3, -0.2], [-0.1, -0.1, 0.4], [-0.2, 0.4, -0.3], [0.4, -0.2, 0.7], [0.0, 0.2, -0.2], [0.3, -0.2, 0.1], [0.1, -0.1, 0.0], [0.0, 0.2, -0.1], [0.2, 0.0, 0.0], [0.0, 0.1, 0.0], [0.2, 0.1, -0.1], [0.0, -0.2, 0.0], [0.0, -0.2, 0.1], [-0.1, 0.2, 0.1], [0.0, 0.2, 0.0], [-0.1, 0.0, -0.2], [0.0, 0.0, -0.1], [-0.1, 0.0, -0.1], [0.1, -0.2, -0.2], [-0.1, 0.1, -0.1], [0.1, 0.2, -0.4], [-0.2, -0.2, 0.0], [-0.1, 0.6, -0.2], [-0.3, -0.4, 0.2], [0.1, 0.4, 0.2], [0.2, -0.1, -0.5], [0.2, 0.2, 0.7], [0.1, -0.1, -0.2], [0.0, -0.2, 0.4], [0.0, -0.1, 0.1], [0.1, -0.1, -0.1], [0.0, -0.1, 0.1], [0.0, 0.0, -0.1], [0.1, -0.2, 0.0], [-0.2, 0.0, 0.1], [-0.1, 0.1, 0.2], [0.2, 0.2, -0.1], [0.2, 0.0, -0.1], [-0.1, -0.1, -0.1], [-0.1, -0.1, 0.0], [-0.1, 0.0, -0.1], [-0.2, -0.1, 0.0], [0.0, 0.0, -0.1], [-0.3, -0.1, 0.2], [0.0, 0.1, -0.3], [-0.2, -0.6, 0.3], [0.2, 0.1, -0.4], [0.2, -0.3, 0.3], [-0.4, 0.2, 0.2], [0.8, -0.2, 0.2], [-0.2, 0.2, 0.0], [0.4, 0.1, -0.2], [0.1, 0.0, -0.1], [-0.1, 0.2, 0.1], [0.1, 0.1, 0.0], [-0.1, 0.0, 0.1], [0.0, 0.2, 0.0], [0.0, -0.1, -0.1], [0.2, -0.2, -0.1], [-0.1, -0.1, 0.3], [0.0, 0.1, 0.1], [-0.2, 0.0, -0.1], [0.0, 0.0, -0.1], [-0.2, 0.0, 0.0], [0.0, 0.0, -0.2], [-0.1, 0.0, 0.0]], "homo_energy_ev": -9.1035, "smiles": "O=C1OC(=O)C(C(F)(F)c2cccc(C(F)(F)F)c2)=C1F.COCCOCCOC.COCCOCCOC.COCCOCCOC.COCCOCCOC", "lumo_ev": -2.4, "gap_ev": 6.6809}


No. 2
{"formula": "C3H9NO", "method": "ωB97M-V/def2-TZVPD", "elements": ["C", "N", "C", "C", "O", "H", "H", "H", "H", "H", "H", "H", "H", "H"], "positions_angstrom": [[1.85737, -0.76093, 0.02736], [1.19023, 0.53909, -0.53634], [0.03089, 0.80453, 0.34650], [-1.11993, -0.20280, 0.50945], [-1.94874, -0.23820, -0.60352], [2.21788, -0.69421, 1.06286], [2.82036, -0.86331, -0.67533], [1.08686, -1.68719, -0.08300], [1.76325, 1.49346, -0.38824], [0.39740, 0.88838, 1.38265], [-0.44582, 1.69466, 0.02304], [-1.63952, -0.05802, 1.54958], [-0.54718, -1.14860, 0.68062], [-3.00495, -0.53803, -0.26951]], "forces_ev_per_angstrom": [[0.7, 0.4, -3.0], [0.5, 0.1, 1.8], [-0.4, -0.2, 0.9], [1.6, -1.0, 2.1], [-5.4, -1.3, 1.1], [-0.3, 0.1, -0.1], [-2.2, -0.4, 1.6], [2.2, 2.4, 0.0], [-0.9, -3.4, -0.4], [-0.1, 0.4, 0.0], [-0.2, 1.3, -0.2], [0.6, 0.3, -2.0], [-1.0, 0.0, -0.3], [5.0, 1.3, -1.5]], "relative_energy_kcal_mol": 74.39, "homo_energy_ev": -8.9329, "smiles": "CNCCO", "lumo_ev": 0.7, "gap_ev": 9.6142}


No. 3
{"formula": "C6H8NO", "method": "ωB97M-V/def2-TZVPD", "elements": ["C", "C", "C", "C", "C", "C", "N", "O", "H", "H", "H", "H", "H", "H", "H", "H"], "positions_angstrom": [[0.48399, 1.16861, 0.21136], [1.18095, 2.22452, -0.47230], [1.34926, 0.04974, 0.19702], [2.39099, 1.67143, -0.87285], [-1.29559, -1.96358, -0.27001], [-1.67723, -2.25757, 0.94833], [-2.19511, -1.02484, 0.41404], [2.39642, 0.41529, -0.54478], [-0.40102, 1.19827, 0.76732], [0.75463, 3.26011, -0.71525], [1.32287, -0.90864, 0.62760], [3.17766, 1.94349, -1.54596], [-0.72171, -1.78429, -1.20275], [-1.90501, -2.92803, 1.72223], [-1.71556, -0.14995, 0.66287], [-3.14555, -0.91456, 0.07313]], "forces_ev_per_angstrom": [[1.4, 3.2, -1.3], [-3.8, 0.5, 1.3], [-0.7, 0.5, -0.6], [-0.1, 1.5, -1.1], [0.9, -0.1, -1.2], [1.2, -0.7, -0.9], [-0.1, 2.2, -0.2], [3.0, -4.1, 0.0], [-1.1, 0.6, 0.5], [1.0, -1.8, 0.6], [0.1, -0.9, 0.5], [0.1, 0.5, 0.0], [-0.5, -0.6, 1.0], [-0.4, -0.4, 0.8], [-0.9, -0.4, 0.2], [-0.1, 0.0, 0.0]], "spin_multiplicity": 3, "charge": 1, "relative_energy_kcal_mol": 84.45, "homo_energy_ev": [-8.2108, -14.6080], "lumo_ev": [-4.3, -6.7], "gap_ev": [3.9303, 7.9245]}


No. 4
{"formula": "C21H12BrCoN6O3S", "method": "ωB97M-V/def2-TZVPD", "elements": ["Co", "O", "S", "O", "N", "C", "C", "C", "C", "C", "C", "C", "C", "N", "C", "C", "C", "C", "C", "C", "C", "H", "H", "H", "H", "H", "H", "H", "H", "H", "H", "H", "Br", "N", "C", "C", "C", "N", "C", "N", "N", "C", "H", "O", "C"], "positions_angstrom": [[-0.06215, 0.31888, 0.06739], [3.17985, -4.02447, 0.64724], [3.14513, -3.17785, -0.52675], [4.38976, -2.85267, -1.16138], [1.37833, -1.02311, 0.58034], [1.32930, -1.34762, 1.94098], [2.08496, -2.19064, 2.72812], [1.82111, -2.34395, 4.10833], [0.83127, -1.67085, 4.76753], [0.05247, -0.75835, 4.02772], [-0.99599, 0.01911, 4.55951], [-1.71392, 0.89026, 3.77067], [-1.32674, 0.96881, 2.43700], [-0.36398, 0.26763, 1.91272], [0.33413, -0.61595, 2.65133], [2.06485, -4.00638, -1.67473], [1.84446, -5.35821, -1.43686], [1.06780, -6.08335, -2.32521], [0.51019, -5.45755, -3.43091], [0.73515, -4.10759, -3.65940], [1.52101, -3.37197, -2.78395], [2.88742, -2.76561, 2.30251], [2.44271, -3.03977, 4.65693], [0.64770, -1.81423, 5.82354], [-1.23692, -0.07466, 5.61090], [-2.52051, 1.49211, 4.16432], [-1.73226, 2.80309, 1.56373], [2.27719, -5.82418, -0.56299], [0.89628, -7.13755, -2.15062], [-0.09779, -6.02615, -4.12290], [0.32037, -3.61903, -4.52966], [1.72339, -2.32964, -2.98631], [-2.28838, 2.44420, -1.22488], [0.12644, 0.45739, -1.77414], [0.10996, 0.60915, -2.92071], [-0.00447, 0.83674, -4.27669], [0.40238, -0.15809, -5.19575], [0.72320, -0.97249, -5.94755], [-0.57388, 2.06107, -4.70234], [-1.05847, 3.05247, -5.04040], [-1.95643, 1.81369, 1.41973], [-1.38899, 1.40433, 0.04240], [-2.97737, 1.73884, 1.43788], [2.53420, -0.84839, -1.35925], [2.27159, -1.45603, -0.35968]], "forces_ev_per_angstrom": [[0.1, -0.2, 0.3], [-0.2, 0.3, 0.3], [0.0, 0.0, 0.0], [-0.1, 0.0, 0.0], [-0.2, 0.1, 0.2], [0.0, 0.0, -0.2], [0.1, 0.0, -0.1], [0.0, 0.0, 0.0], [0.0, 0.0, 0.0], [0.0, 0.0, 0.0], [0.0, 0.0, 0.0], [0.1, 0.0, 0.0], [0.0, 0.0, -0.1], [-0.1, -0.2, -0.1], [0.0, 0.0, 0.0], [-0.1, 0.0, 0.0], [-0.1, 0.0, 0.1], [0.0, 0.0, 0.0], [0.0, 0.0, 0.0], [0.0, 0.0, 0.0], [0.1, 0.0, -0.1], [0.1, -0.1, -0.1], [0.0, 0.0, 0.0], [0.0, 0.0, 0.0], [0.0, 0.0, 0.0], [0.0, 0.0, 0.0], [0.0, 0.0, 0.0], [0.0, 0.0, 0.0], [0.0, 0.0, 0.0], [0.0, 0.0, 0.0], [0.0, 0.0, 0.0], [0.0, 0.0, 0.0], [-0.1, 0.0, 0.0], [0.2, -0.1, -0.1], [-0.3, 0.0, -0.1], [0.1, 0.0, 0.1], [0.0, 0.0, -0.1], [0.0, -0.1, 0.1], [-0.1, -0.1, -0.1], [0.0, 0.0, 0.1], [0.0, 0.0, 0.1], [0.1, 0.2, -0.1], [0.0, 0.0, -0.1], [0.1, 0.1, 0.1], [0.1, -0.3, -0.1]], "relative_energy_kcal_mol": 94.96, "homo_energy_ev": [-7.6507, -7.6492], "lumo_ev": [-1.9, -2.0], "gap_ev": [5.7488, 5.6765]}